The following is a DFT calculation (wB97M-V/def2-TZVPD) of a molecular structure, C21H15CaClN3O10S.

## Properties
Strongest force on any atom ... 1.973 eV/Å
HOMO-LUMO gap ... 8.773 eV
Charge ... -1
Relative energy (zero: lowest compared OMol25 entry of this formula, charge and spin) ... 0.0 kcal/mol

Cartesian coordinates (Å):
Ca: -0.548 2.142 -1.379
O: 0.338 6.133 2.646
C: -0.693 5.397 3.045
O: -1.147 5.450 4.163
C: -1.306 4.551 2.001
C: -2.469 3.822 2.181
N: -2.757 3.253 1.003
N: -1.835 3.542 0.076
C: -0.944 4.318 0.674
C: 0.319 4.706 -0.076
O: 1.000 5.622 0.404
O: 0.552 4.044 -1.127
H: 0.507 5.990 1.671
H: -3.085 3.706 3.053
H: -3.441 2.537 0.770
C: 2.730 -4.379 -0.198
C: 3.346 -3.224 0.524
C: 4.665 -3.270 0.950
C: 5.235 -2.193 1.599
Cl: 6.900 -2.298 2.131
C: 4.513 -1.036 1.830
C: 3.196 -0.969 1.403
C: 2.612 -2.061 0.766
O: 1.323 -2.075 0.302
C: 0.347 -1.228 0.883
C: 0.146 0.105 0.157
O: -0.957 0.688 0.335
O: 1.055 0.544 -0.580
H: 3.256 -5.303 0.040
H: 2.775 -4.238 -1.280
H: 1.679 -4.497 0.059
H: 5.257 -4.161 0.783
H: 4.976 -0.191 2.317
H: 2.647 -0.052 1.523
H: 0.585 -1.025 1.936
H: -0.589 -1.788 0.853
O: -4.123 0.758 -0.483
S: -3.872 0.408 -1.861
O: -4.970 0.464 -2.784
N: -2.592 1.252 -2.399
C: -1.627 0.436 -2.877
O: -0.552 0.877 -3.311
C: -1.899 -1.021 -2.627
C: -1.070 -2.104 -2.856
C: -1.510 -3.354 -2.436
C: -2.740 -3.503 -1.802
C: -3.567 -2.408 -1.566
C: -3.108 -1.178 -1.989
H: -0.105 -1.958 -3.321
H: -0.883 -4.223 -2.588
H: -3.055 -4.485 -1.476
H: -4.515 -2.522 -1.062

Cartesian forces (eV/Å) of the 6 atoms listed first:
Ca 0.5 0.4 -0.1
O -1.0 0.0 1.7
C 0.5 0.8 -0.2
O 0.0 -0.2 0.3
C -0.5 -0.2 0.6
C 0.0 0.1 -0.2

The following is a DFT calculation (wB97M-V/def2-TZVPD) of a molecular structure, C6H13B2FRb.

## Properties
Strongest force on any atom ... 2.050 eV/Å
HOMO-LUMO gap ... 6.882 eV
Charge ... -1
Relative energy (zero: lowest compared OMol25 entry of this formula, charge and spin) ... 15.3 kcal/mol

Cartesian coordinates (Å):
Rb: 1.067 0.672 1.054
B: 1.746 -0.975 -1.613
H: 0.635 -0.906 -1.307
H: 1.850 -0.935 -2.774
H: 2.237 -0.035 -1.167
H: 2.300 -1.889 -1.144
B: 4.210 1.745 1.245
H: 5.352 1.528 1.150
H: 3.545 1.000 0.682
H: 4.007 1.610 2.395
H: 3.977 2.833 0.882
F: -4.054 -1.700 1.852
C: -3.322 -1.030 0.956
C: -2.839 0.253 1.249
C: -2.079 0.894 0.290
C: -1.808 0.281 -0.932
C: -2.266 -0.985 -1.222
C: -3.022 -1.644 -0.257
H: -3.156 0.666 2.199
H: -1.637 1.849 0.552
H: -1.196 0.889 -1.586
H: -2.156 -1.458 -2.186
H: -3.390 -2.662 -0.316

Cartesian forces (eV/Å) of the 6 atoms listed first:
Rb 0.7 -0.2 -0.2
B 0.3 0.0 -0.1
H -2.0 -0.3 0.5
H 0.0 -0.1 -1.4
H 0.9 1.6 0.5
H 0.4 -1.2 0.5

The following is a DFT calculation (wB97M-V/def2-TZVPD) of 4 unconnected molecules or ions with the total composition C30H22Cl2O9.

## Properties
SMILES ... C#CCCCC1=C(/C(Cl)=C(\C)Cl)C(=O)OC1=O.O=C1C=CC(=O)C=C1.O=C1C=CC(=O)C=C1.O=C1C=CC(=O)C=C1
Strongest force on any atom ... 2.656 eV/Å
HOMO-LUMO gap ... 8.340 eV
Charge ... 0

Cartesian coordinates (Å):
C: -3.969 -3.775 3.692
C: -4.969 -3.523 3.031
C: -6.171 -2.967 2.172
C: -6.175 -1.361 2.323
C: -4.899 -0.834 1.530
C: -4.073 0.278 2.264
C: -2.958 0.944 1.772
C: -2.459 0.508 0.365
Cl: -2.771 1.436 -1.152
C: -1.715 -0.662 0.299
C: -1.406 -1.543 1.588
Cl: -1.020 -1.280 -1.254
C: -2.416 2.020 2.773
O: -1.457 2.716 2.576
O: -3.303 1.998 3.875
C: -4.245 0.949 3.671
O: -4.979 0.723 4.599
H: -2.908 -3.766 4.062
H: -6.035 -3.212 1.074
H: -7.151 -3.396 2.554
H: -6.188 -1.055 3.405
H: -7.090 -0.994 1.777
H: -5.281 -0.366 0.563
H: -4.192 -1.666 1.213
H: -2.284 -2.221 1.856
H: -1.219 -0.904 2.507
H: -0.541 -2.235 1.370
C: 1.502 6.865 0.394
C: 2.242 5.853 -0.058
C: 1.686 4.486 -0.170
O: 2.361 3.562 -0.582
C: 0.277 4.287 0.238
C: -0.462 5.299 0.690
C: 0.093 6.665 0.802
O: -0.581 7.589 1.213
H: 1.893 7.871 0.483
H: 3.273 5.982 -0.362
H: -0.114 3.281 0.149
H: -1.493 5.170 0.994
C: 2.322 -3.077 -1.702
C: 1.548 -3.274 -0.637
C: 1.782 -4.406 0.284
O: 1.073 -4.587 1.256
C: 2.913 -5.312 -0.022
C: 3.688 -5.115 -1.088
C: 3.452 -3.980 -2.010
O: 4.160 -3.798 -2.981
H: 2.161 -2.252 -2.386
H: 0.718 -2.619 -0.401
H: 3.071 -6.136 0.663
H: 4.518 -5.767 -1.327
C: 5.697 -0.146 -4.958
C: 4.488 -0.568 -4.593
C: 3.681 0.178 -3.602
O: 2.578 -0.207 -3.267
C: 4.268 1.412 -3.033
C: 5.478 1.835 -3.398
C: 6.285 1.088 -4.389
O: 7.388 1.474 -4.724
H: 6.302 -0.679 -5.680
H: 4.043 -1.468 -4.999
H: 3.663 1.946 -2.310
H: 5.922 2.734 -2.991

Cartesian forces (eV/Å) of the 6 atoms listed first:
C 0.1 0.9 -1.1
C -0.2 0.5 -0.4
C 0.7 0.2 1.4
C 0.4 -1.1 -0.8
C -0.2 1.0 0.3
C 1.9 1.9 0.2

Which of these has the lowest HOMO-LUMO gap?
C6H13B2FRb

What is the formula in the second record?
C6H13B2FRb

Look up the HOMO-LUMO gap of the third one.
8.340 eV